No. 1
23
Properties=species:S:1:pos:R:3 method="wB97M-V/def2-TZVPD" fmax_ev_per_a=5.117 lumo_ev=0.7354 homo_energy_ha=-0.3214 smiles="C[C@H]1[C@@H]2NCC[C@H]1N(O)C2=O" gap_ev=9.48 relative_energy_ev=5.072
C 0.76 -1.59 1.57
C -0.17 -0.62 0.89
C 0.21 0.99 0.97
N -0.81 1.68 0.27
C -1.87 0.79 -0.47
C -1.10 -0.04 -1.38
C -0.02 -0.90 -0.67
N 1.33 -0.28 -0.76
O 1.76 -0.02 -2.06
C 1.36 0.84 0.03
O 2.36 1.62 -0.04
H 0.91 -1.43 2.67
H 0.19 -2.47 1.37
H 1.78 -1.52 1.02
H -1.12 -0.76 1.22
H 0.48 1.40 1.95
H -1.35 2.38 0.87
H -2.45 0.23 0.38
H -2.73 1.34 -1.09
H -0.51 0.52 -2.11
H -1.87 -0.76 -1.99
H 0.17 -1.91 -1.03
H 2.66 0.53 -1.63

---

No. 2
22
Properties=species:S:1:pos:R:3 method="wB97M-V/def2-TZVPD" fmax_ev_per_a=4.724 s_squared=2.036 lumo_ev="0.3849 / -2.9396" homo_energy_ha="-0.1926 / -0.3365" multiplicity=3 gap_ev="5.63 / 6.22"
C -4.20 -2.39 -0.67
C -2.99 -2.29 -1.12
C 3.58 1.91 0.88
C 3.03 0.98 0.00
C 2.72 2.50 1.77
C 1.73 0.65 0.00
C 1.35 2.26 1.80
C 0.81 1.34 0.87
C -0.54 1.01 0.63
C -1.60 0.79 0.09
C -1.82 -2.37 -1.58
O -1.22 -3.66 -1.80
Br -3.34 1.07 -0.38
H -4.38 -2.35 0.41
H 4.69 2.06 0.90
H 3.75 0.27 -0.50
H 3.03 3.36 2.27
H 1.34 -0.08 -0.67
H 0.69 2.47 2.60
H -4.94 -2.37 -1.36
H -1.21 -1.58 -1.75
H -0.49 -3.59 -2.42

---

No. 3
66
Properties=species:S:1:pos:R:3 method="wB97M-V/def2-TZVPD" fmax_ev_per_a=0.794 lumo_ev=2.2886 homo_energy_ha=-0.1371 charge=-1 gap_ev=6.02
C 0.00 -0.15 2.86
C -1.04 -0.39 1.75
P -0.57 -0.39 -0.04
C 0.09 1.29 -0.41
C 1.15 1.95 0.50
C 0.95 -1.55 -0.18
O 0.98 -2.14 -1.27
O 1.74 -1.61 0.79
H 0.96 -0.59 2.58
H 0.13 0.92 3.06
H -0.33 -0.60 3.80
H -1.87 0.32 1.85
H -1.46 -1.39 1.89
H 0.52 1.18 -1.41
H -0.78 1.94 -0.50
H 2.06 2.20 -0.05
H 1.41 1.35 1.35
H 0.76 2.90 0.88
C -0.81 9.18 1.98
O -2.14 8.72 1.92
C -2.82 8.99 0.70
C -3.03 7.73 -0.11
N -1.78 7.21 -0.63
C -1.86 5.88 -1.23
C -2.32 4.71 -0.37
O -1.41 4.33 0.64
C -1.44 5.09 1.83
H -0.49 9.12 3.02
H -0.13 8.57 1.38
H -0.73 10.22 1.65
H -2.27 9.73 0.11
H -3.79 9.41 0.96
H -3.69 7.97 -0.95
H -3.56 7.01 0.53
H -1.09 7.19 0.11
H -0.86 5.63 -1.61
H -2.52 5.94 -2.11
H -2.40 3.84 -1.02
H -3.31 4.87 0.06
H -2.46 5.42 2.07
H -0.79 5.97 1.79
H -1.09 4.45 2.63
C 2.38 -4.95 0.37
O 1.16 -5.63 0.10
C 0.60 -5.33 -1.17
C 0.66 -6.54 -2.08
N 2.03 -6.86 -2.46
C 2.23 -8.15 -3.09
C 1.84 -9.41 -2.32
O 2.67 -9.70 -1.21
C 2.36 -8.99 -0.02
H 2.59 -5.08 1.43
H 3.22 -5.38 -0.20
H 2.30 -3.88 0.16
H 1.07 -4.45 -1.61
H -0.46 -5.08 -1.02
H 0.08 -6.35 -2.99
H 0.18 -7.37 -1.54
H 2.62 -6.79 -1.64
H 3.29 -8.24 -3.35
H 1.67 -8.15 -4.04
H 1.96 -10.26 -3.00
H 0.79 -9.40 -2.01
H 1.28 -8.81 0.07
H 2.87 -8.02 0.03
H 2.69 -9.60 0.82

---

No. 4
10
Properties=species:S:1:pos:R:3 method="wB97M-V/def2-TZVPD" fmax_ev_per_a=3.527 lumo_ev=0.5607 homo_energy_ha=-0.3198 smiles="C1CPN=N1" gap_ev=9.26 relative_energy_ev=1.651
C -0.96 -0.02 -0.34
C 0.62 0.10 -0.28
P 1.09 -1.70 -0.13
N -0.46 -2.29 0.13
N -1.37 -1.51 0.19
H -1.31 0.61 0.51
H -1.40 0.22 -1.35
H 0.88 0.54 -1.32
H 0.78 0.73 0.61
H 1.57 -1.73 1.15

---

No. 5
20
Properties=species:S:1:pos:R:3 method="wB97M-V/def2-TZVPD" fmax_ev_per_a=4.580 lumo_ev=0.6369 homo_energy_ha=-0.3246 smiles="NP(N)(=S)OC1=NCCC1" gap_ev=9.47 relative_energy_ev=0.877
N 0.10 2.19 -2.26
P -1.23 1.67 -1.45
N -1.75 3.04 -0.80
S -2.60 0.53 -2.22
O -0.65 0.88 0.00
C 0.13 -0.22 0.10
N 1.19 -0.62 -0.45
C 1.74 -1.77 0.21
C 0.77 -2.12 1.32
C -0.12 -0.84 1.40
H 0.68 1.41 -2.67
H -0.46 2.69 -3.02
H -1.15 3.83 -1.19
H -2.68 3.47 -0.54
H 2.74 -1.54 0.67
H 2.06 -2.51 -0.57
H 1.23 -2.55 2.21
H 0.06 -2.89 0.99
H 0.25 -0.19 2.26
H -1.20 -1.00 1.66

---

No. 6
14
Properties=species:S:1:pos:R:3 method="wB97M-V/def2-TZVPD" fmax_ev_per_a=6.493 lumo_ev=-4.5432 homo_energy_ha=-0.5258 smiles="C[C@H]1N=NNC=[NH+]1" charge=+1 gap_ev=9.76 relative_energy_ev=3.399
C 1.03 0.84 1.44
C 0.10 0.70 0.35
N 1.05 0.47 -1.12
N 0.41 -0.04 -1.92
N -0.87 -0.48 -1.80
C -1.12 -1.06 -0.62
N -0.61 -0.49 0.41
H 1.81 0.15 1.36
H 0.65 0.56 2.39
H 1.42 1.88 1.34
H -0.67 1.40 0.15
H -1.17 -0.93 -2.63
H -1.50 -2.06 -0.61
H -0.52 -0.94 1.27

---

No. 7
10
Properties=species:S:1:pos:R:3 method="wB97M-V/def2-TZVPD" fmax_ev_per_a=4.149 lumo_ev="-0.1250 / -0.1250" homo_energy_ha="-0.3396 / -0.3396" gap_ev="9.12 / 9.12" relative_energy_ev=2.581
C 0.06 -0.02 -0.05
C -1.01 -0.82 0.08
C -0.25 1.41 -0.17
C -2.29 -0.08 0.06
N -1.39 1.82 0.08
F -3.02 -0.10 -1.09
F -3.14 -0.17 1.10
H 1.04 -0.31 -0.07
H -1.15 -1.92 0.30
H 0.45 2.19 -0.34

---

No. 8
27
Properties=species:S:1:pos:R:3 method="wB97M-V/def2-TZVPD" fmax_ev_per_a=2.230 s_squared=6.008 lumo_ev="-8.5448 / -8.8749" homo_energy_ha="-0.4602 / -0.4602" multiplicity=5 charge=+1 gap_ev="3.98 / 3.65"
Fe 0.12 0.50 4.50
Cl -0.76 0.32 2.47
C -4.51 1.13 2.81
O -3.92 1.33 1.53
H -3.79 1.48 3.57
H -5.39 1.74 2.94
H -4.66 0.06 3.01
H -2.99 1.09 1.51
C 0.33 -3.23 0.48
O 1.01 -1.97 0.59
H 0.31 -3.78 1.43
H -0.68 -3.12 0.09
H 0.91 -3.84 -0.21
H 0.51 -1.44 1.21
C 1.79 1.20 -0.43
C 2.03 0.33 -1.65
C 0.87 0.36 -2.64
O 1.49 0.65 -3.89
C 2.78 1.01 -3.69
O 3.47 1.51 -4.51
O 3.16 0.78 -2.40
H 1.10 0.66 0.23
H 1.36 2.16 -0.71
H 2.69 1.30 0.17
H 2.28 -0.68 -1.34
H 0.10 1.09 -2.38
H 0.38 -0.61 -2.71

---

No. 9
61
Properties=species:S:1:pos:R:3 method="wB97M-V/def2-TZVPD" fmax_ev_per_a=1.740 s_squared=2.027 lumo_ev="-4.2705 / -3.9934" homo_energy_ha="-0.4106 / -0.4254" multiplicity=3 charge=+1 gap_ev="6.90 / 7.58" relative_energy_ev=1.569
W -0.19 0.01 -0.59
O 0.93 2.35 -1.15
C 0.09 3.38 -0.68
C -1.36 2.97 -0.80
C -2.36 3.92 -0.69
C -3.68 3.55 -0.83
C -3.94 2.23 -1.16
C -2.89 1.35 -1.26
N -1.61 1.67 -1.03
H 0.86 2.33 -2.13
H 0.26 4.30 -1.24
H 0.34 3.56 0.36
H -2.08 4.95 -0.50
H -4.47 4.27 -0.71
H -4.95 1.89 -1.35
H -3.08 0.34 -1.59
O 5.12 -3.07 -0.44
C 5.49 -1.80 -0.46
O 6.64 -1.47 -0.61
C 4.43 -0.76 -0.32
C 4.69 0.59 -0.33
N 3.51 1.22 -0.22
N 2.49 0.38 -0.12
C 3.03 -0.83 -0.18
C 2.07 -1.96 -0.11
O 2.41 -3.12 -0.13
O 0.82 -1.58 0.01
H 4.15 -3.18 -0.30
H 5.64 1.10 -0.42
H 3.32 2.21 -0.18
Br -0.50 -3.00 -2.23
C -1.87 -2.46 -1.05
C -2.95 -3.32 -0.94
C -3.94 -3.06 -0.02
C -3.79 -1.95 0.79
C -2.71 -1.13 0.62
N -1.75 -1.33 -0.32
H -2.98 -4.20 -1.58
H -4.79 -3.72 0.07
H -4.51 -1.72 1.57
H -2.57 -0.25 1.22
Se -0.18 1.02 1.59
C 0.14 0.15 3.28
C -0.93 -0.42 3.95
C -0.74 -0.90 5.24
C 0.51 -0.81 5.84
C 1.57 -0.25 5.15
C 1.39 0.24 3.86
H -1.91 -0.47 3.49
H -1.57 -1.34 5.78
H 0.65 -1.18 6.85
H 2.55 -0.18 5.61
H 2.22 0.69 3.32
C 0.63 -0.59 -4.89
S 0.12 0.26 -3.45
O -1.21 -0.17 -3.01
O 0.24 1.68 -3.72
O 1.04 -0.14 -2.32
H 0.02 -0.21 -5.71
H 0.47 -1.66 -4.75
H 1.68 -0.36 -5.06

---

No. 10
84
Properties=species:S:1:pos:R:3 method="wB97M-V/def2-TZVPD" fmax_ev_per_a=1.087 s_squared=8.815 lumo_ev="-0.7490 / -3.8586" homo_energy_ha="-0.2890 / -0.3626" multiplicity=6 gap_ev="7.11 / 6.01" relative_energy_ev=0.340
Ir -0.27 -0.48 0.18
F -4.32 2.14 2.84
C -3.25 2.20 2.06
F -3.56 1.70 0.86
F -2.87 3.46 1.91
S -1.86 1.25 2.84
O -0.90 1.09 1.74
O -1.45 2.04 3.94
N -2.49 -0.11 3.31
S -2.57 -1.36 2.36
O -3.04 -1.07 1.02
O -1.42 -2.23 2.44
C -3.93 -2.28 3.20
F -5.04 -1.56 3.20
F -4.14 -3.40 2.51
F -3.59 -2.58 4.44
O 6.03 -0.28 3.38
C 5.06 0.09 3.99
O 4.67 0.44 5.10
C 3.66 -0.05 3.12
C 2.59 -0.74 3.64
C 1.50 -0.91 2.81
N 1.47 -0.40 1.58
C 2.50 0.30 1.12
C 3.66 0.50 1.86
C 2.37 0.91 -0.28
O 3.34 1.44 -0.77
O 1.20 0.78 -0.80
H 2.60 -1.14 4.65
H 0.62 -1.45 3.13
H 4.49 1.04 1.43
C -1.30 2.66 -1.27
C -1.66 3.41 -2.39
C -2.57 2.89 -3.36
C -2.90 3.60 -4.48
C -2.35 4.87 -4.69
C -1.46 5.42 -3.75
C -1.13 4.70 -2.63
C -2.70 5.62 -5.86
N -2.98 6.21 -6.80
H -1.71 1.67 -1.15
H -0.59 3.02 -0.54
H -2.99 1.90 -3.19
H -3.59 3.19 -5.21
H -1.05 6.40 -3.92
H -0.43 5.12 -1.91
C -2.81 -1.41 -2.12
C -1.90 -2.65 -2.06
C -2.44 -3.59 -0.98
C -1.93 -3.34 -3.42
P -0.19 -2.03 -1.60
C 0.39 -1.26 -3.15
C 1.07 -1.95 -4.15
C 1.39 -1.32 -5.34
C 1.02 -0.01 -5.57
C 0.33 0.69 -4.58
C 0.02 0.07 -3.38
C 0.96 -3.41 -1.11
C 0.88 -4.70 -1.94
C 0.67 -3.78 0.35
C 2.39 -2.84 -1.16
H -3.82 -1.73 -2.35
H -2.49 -0.72 -2.91
H -2.84 -0.88 -1.17
H -3.49 -3.80 -1.20
H -2.40 -3.13 0.02
H -1.91 -4.54 -0.96
H -2.96 -3.65 -3.62
H -1.30 -4.23 -3.46
H -1.62 -2.67 -4.22
H 1.37 -2.97 -4.01
H 1.93 -1.87 -6.11
H 1.26 0.48 -6.50
H 0.04 1.72 -4.74
H -0.47 0.64 -2.61
H -0.08 -5.20 -1.82
H 1.64 -5.39 -1.57
H 1.05 -4.56 -3.00
H -0.34 -4.16 0.51
H 0.81 -2.93 1.02
H 1.37 -4.56 0.66
H 2.71 -2.59 -2.17
H 3.08 -3.59 -0.76
H 2.48 -1.95 -0.55

---

No. 11
6
Properties=species:S:1:pos:R:3 method="wB97M-V/def2-TZVPD" fmax_ev_per_a=2.193 lumo_ev="7.7147 / 7.7152" homo_energy_ha="0.0368 / 0.0365" smiles="O=NP(=O)([O-])[O-]" charge=-2 gap_ev="6.71 / 6.72" relative_energy_ev=0.000
O 1.89 -0.76 0.29
N 1.30 0.16 -0.31
P -0.58 0.16 -0.05
O -0.95 -1.29 -0.21
O -0.95 1.15 -1.12
O -0.71 0.58 1.40

---

No. 12
18
Properties=species:S:1:pos:R:3 method="wB97M-V/def2-TZVPD" fmax_ev_per_a=2.346 lumo_ev=0.9853 homo_energy_ha=-0.2923 smiles="C=CC/C(C)=C/N" gap_ev=8.94 relative_energy_ev=2.019
C 1.91 -0.59 1.32
C 2.01 0.47 0.53
C 0.97 1.01 -0.47
C -0.35 0.20 -0.50
C -0.89 -0.26 -1.85
C -1.13 0.13 0.59
N -2.33 -0.57 0.69
H 2.42 -0.63 2.27
H 1.01 -1.19 1.25
H 2.78 1.21 0.75
H 0.85 2.03 -0.09
H 1.19 1.01 -1.54
H -0.15 0.17 -2.52
H -0.71 -1.36 -1.90
H -1.94 -0.06 -2.01
H -0.64 0.53 1.48
H -2.22 -1.54 0.41
H -2.78 -0.58 1.59

---

No. 13
50
Properties=species:S:1:pos:R:3 method="wB97M-V/def2-TZVPD" fmax_ev_per_a=1.765 s_squared=0.750 lumo_ev="2.6801 / 2.6981" homo_energy_ha="0.0303 / -0.2595" multiplicity=2 charge=-1 gap_ev="1.86 / 9.76"
C -0.98 3.43 -1.62
C -1.51 2.99 -0.25
O -1.29 3.64 0.75
C -2.40 1.74 -0.14
H -1.68 3.86 -2.33
H -0.53 2.57 -2.11
H -0.31 4.29 -1.49
H -2.77 1.69 0.88
H -1.68 0.92 -0.24
H -3.28 1.65 -0.79
C -1.05 -0.42 -5.77
C -0.93 0.23 -4.41
O -0.82 1.45 -4.32
C -0.91 -0.65 -3.18
H -2.02 -0.93 -5.72
H -0.24 -1.11 -5.97
H -1.18 0.29 -6.59
H 0.05 -0.48 -2.70
H -0.95 -1.71 -3.44
H -1.77 -0.43 -2.54
C -1.08 0.79 4.09
O 0.15 0.33 3.56
H -1.49 0.17 4.89
H -0.94 1.80 4.48
H -1.85 0.88 3.31
H 0.86 0.45 4.20
C 0.23 -1.66 0.96
O 0.60 -0.32 1.08
H -0.62 -1.98 1.57
H -0.07 -1.76 -0.08
H 1.13 -2.24 1.16
H 0.44 -0.05 1.99
C -0.14 -5.58 2.95
O -0.23 -5.90 4.33
H 0.87 -5.41 2.58
H -0.68 -6.33 2.37
H -0.52 -4.57 2.83
H -0.04 -6.84 4.43
C 1.78 2.91 1.45
O 3.06 3.41 1.08
H 1.27 2.67 0.51
H 1.79 1.98 2.03
H 1.22 3.67 1.99
H 2.91 3.89 0.26
C 3.08 -0.67 -1.32
O 2.94 0.20 -0.23
H 3.65 -1.55 -1.01
H 2.09 -0.97 -1.67
H 3.65 -0.22 -2.12
H 2.18 -0.08 0.29

---

No. 14
26
Properties=species:S:1:pos:R:3 method="wB97M-V/def2-TZVPD" fmax_ev_per_a=5.201 lumo_ev=0.1477 homo_energy_ha=-0.3110 smiles="CCN(C(=O)SO)C(C)(C)C" gap_ev=8.61 relative_energy_ev=2.718
C 0.76 0.68 2.14
C -0.55 0.05 1.61
N -0.54 -0.27 0.23
C 0.05 -1.88 -0.19
O 0.10 -2.21 -1.30
S 0.36 -2.84 1.25
O 0.89 -4.30 0.71
C -0.26 0.65 -0.89
C 1.21 0.66 -1.30
C -1.14 0.26 -2.01
C -0.65 2.10 -0.47
H 0.80 1.72 1.74
H 0.54 0.71 3.29
H 1.60 0.07 1.70
H -0.69 -0.84 2.23
H -1.41 0.65 1.88
H 0.39 -4.85 1.35
H 1.54 1.53 -1.78
H 1.87 0.48 -0.41
H 1.37 -0.16 -1.84
H -2.25 0.51 -1.77
H -1.09 -0.89 -2.20
H -0.83 0.88 -2.95
H -1.70 2.17 -0.36
H -0.03 2.31 0.47
H -0.35 2.80 -1.14